This record from the Open Molecules 2025 dataset describes C23H16Cl4FeN2O3S as an isolated structure at a distorted geometry. The level of theory is ωB97M-V/def2-TZVPD.

Structure (ORCA input):
```
! RIJCOSX wB97M-V def2-TZVPD def2/J DEFGRID3
* xyz 0 5
Fe -0.140 -0.679 -0.994
Cl 4.870 -5.218 -1.814
C 3.964 -3.843 -1.302
C 4.559 -2.877 -0.495
Cl 6.212 -3.040 -0.039
C 3.822 -1.772 -0.058
Cl 4.524 -0.597 0.989
C 2.497 -1.599 -0.454
O 1.731 -0.591 -0.114
C 1.896 -2.582 -1.298
O 0.650 -2.353 -1.640
C 2.631 -3.696 -1.692
Cl 1.854 -4.881 -2.679
C -2.658 3.019 -1.402
C -3.855 2.588 -0.846
C -4.022 1.241 -0.587
C -2.984 0.361 -0.866
N -1.819 0.783 -1.389
C -1.678 2.083 -1.661
C -3.075 -1.081 -0.571
C -4.254 -1.796 -0.720
C -4.257 -3.153 -0.443
C -3.079 -3.751 -0.023
C -1.945 -2.968 0.092
N -1.934 -1.664 -0.179
H -2.493 4.064 -1.623
H -4.644 3.293 -0.618
H -4.936 0.870 -0.144
H -0.736 2.369 -2.109
H -5.144 -1.299 -1.082
H -5.162 -3.733 -0.561
H -3.032 -4.806 0.203
H -1.000 -3.390 0.409
C 1.166 3.968 -0.546
S 1.715 2.212 -0.668
O 3.149 2.292 -0.975
C 1.505 1.971 1.111
C 2.562 2.219 1.961
C 2.389 2.041 3.327
C 1.163 1.625 3.826
C 0.109 1.363 2.961
C 0.282 1.537 1.597
H 1.781 4.463 0.202
H 0.114 3.998 -0.261
H 1.318 4.436 -1.518
H 3.517 2.514 1.546
H 3.214 2.222 4.002
H 1.027 1.494 4.892
H -0.843 1.019 3.345
H -0.532 1.323 0.910
*
```

Values from the calculation:
E_HOMO (spin up / spin down), eV: -6.47 / -6.54